{
  "formula": "C7H11N4",
  "method": "ωB97M-V/def2-TZVPD",
  "symbols": ["C", "C", "C", "C", "C", "C", "C", "N", "N", "N", "N", "H", "H", "H", "H", "H", "H", "H", "H", "H", "H", "H"],
  "coordinates": [[0.928, 1.635, -2.837], [1.143, 2.552, -1.803], [0.361, 0.435, -2.566], [0.644, 2.270, -0.577], [-0.029, 0.082, -1.227], [0.080, 1.031, -0.193], [-1.399, -2.437, 1.799], [-2.010, -1.416, 1.626], [-0.208, 0.855, 1.098], [0.007, -2.478, 1.892], [0.755, -1.440, 1.913], [1.558, 1.953, -3.676], [1.576, 3.597, -2.004], [0.036, -0.384, -3.269], [0.921, 2.981, 0.235], [-0.366, -0.913, -1.194], [-1.895, -3.386, 1.953], [-3.067, -1.366, 1.583], [-0.164, 1.563, 1.783], [0.287, -3.449, 1.879], [1.752, -1.754, 2.306], [-0.911, 0.066, 1.278]],
  "lumo_energy_ev": [-3.50, -6.29],
  "e_homo_ev": [-12.986, -11.548],
  "orbital_gap_ha": [0.34861, 0.19318],
  "total_charge": 1
}

***

{
  "formula": "C4H6O2",
  "method": "ωB97M-V/def2-TZVPD",
  "symbols": ["C", "C", "O", "C", "C", "O", "H", "H", "H", "H", "H", "H"],
  "coordinates": [[1.555, 0.627, 1.011], [1.578, -0.377, 0.147], [0.526, -0.601, -0.722], [-0.727, -0.673, -0.160], [-1.723, 0.062, -1.007], [-0.951, -1.229, 0.879], [0.691, 1.284, 1.068], [2.373, 0.804, 1.694], [2.407, -1.063, 0.007], [-1.774, -0.374, -2.008], [-1.379, 1.096, -1.118], [-2.700, 0.040, -0.526]],
  "smiles": "C=COC(C)=O",
  "lumo_energy_ev": 0.98,
  "e_homo_ev": -9.764,
  "orbital_gap_ha": 0.39473,
  "total_charge": 0
}

***

{
  "formula": "C2H5O3",
  "method": "ωB97M-V/def2-TZVPD",
  "symbols": ["O", "C", "O", "C", "H", "H", "H", "H", "H", "O"],
  "coordinates": [[0.318, 0.207, 1.178], [0.430, 1.019, 0.220], [0.409, 2.260, 0.264], [0.687, 0.379, -1.168], [-0.184, -0.208, -1.391], [0.820, 1.166, -1.910], [1.574, -0.282, -1.187], [-0.625, -1.227, 1.442], [-2.082, -1.412, 1.086], [-1.348, -1.903, 1.466]],
  "lumo_energy_ev": 4.36,
  "e_homo_ev": -4.334,
  "orbital_gap_ha": 0.31948,
  "total_charge": -1
}

***

{
  "formula": "FeHO3S",
  "method": "ωB97M-V/def2-TZVPD",
  "symbols": ["S", "O", "O", "Fe", "O", "H"],
  "coordinates": [[0.801, -0.152, 1.974], [1.136, 0.885, 0.867], [-0.697, -0.322, -1.824], [-0.540, 0.415, -0.172], [-0.687, -0.456, 1.645], [-0.012, -0.370, -2.489]],
  "multiplicity": 7,
  "lumo_energy_ev": [-5.58, -8.60],
  "e_homo_ev": [-14.346, -17.401],
  "orbital_gap_ha": [0.32219, 0.32330],
  "total_charge": 1
}

***

{
  "formula": "C3H5BrS",
  "method": "ωB97M-V/def2-TZVPD",
  "symbols": ["C", "C", "Br", "C", "S", "H", "H", "H", "H", "H"],
  "coordinates": [[-0.143, -1.617, 0.185], [-0.633, -0.161, 0.012], [-2.489, -0.109, -0.014], [0.195, 0.963, -0.067], [2.008, 1.729, -0.233], [-0.155, -1.649, 1.257], [0.783, -1.803, -0.204], [-0.882, -2.197, -0.362], [-0.269, 1.846, -0.200], [1.585, 2.999, -0.373]],
  "smiles": "C/C(Br)=C\\S",
  "lumo_energy_ev": 0.40,
  "e_homo_ev": -8.692,
  "orbital_gap_ha": 0.33401,
  "total_charge": 0
}

***

{
  "formula": "C16H20O12Pd2",
  "method": "ωB97M-V/def2-TZVPD",
  "symbols": ["Pd", "Pd", "C", "C", "O", "H", "H", "H", "H", "H", "C", "C", "O", "H", "H", "H", "H", "H", "C", "C", "C", "O", "C", "C", "C", "O", "O", "O", "H", "H", "C", "C", "O", "C", "O", "O", "H", "H", "H", "H", "C", "C", "O", "C", "O", "O", "H", "H", "H", "H"],
  "coordinates": [[-3.552, -0.078, -2.179], [-0.628, 2.252, -1.254], [-0.804, 1.875, -4.792], [-1.146, 3.210, -4.260], [-1.788, 3.251, -2.993], [-1.638, 1.235, -5.078], [-0.474, 1.187, -4.013], [-0.065, 1.937, -5.591], [-1.904, 3.521, -4.980], [-0.375, 3.964, -4.423], [-0.915, -2.297, -2.160], [-0.359, -0.915, -1.761], [-1.319, 0.081, -1.661], [-1.225, -3.011, -1.397], [-0.092, -2.922, -2.506], [-1.792, -2.432, -2.793], [0.427, -0.665, -2.473], [0.199, -0.915, -0.825], [0.671, 5.235, 1.673], [1.449, 5.143, 2.894], [1.606, 3.661, 3.490], [1.834, 3.641, 4.739], [1.436, 2.535, 2.589], [0.794, 2.720, 1.395], [0.360, 4.108, 0.946], [-0.419, 4.324, -0.044], [0.672, 1.664, 0.619], [1.828, 6.013, 3.611], [0.326, 6.216, 1.382], [1.622, 1.489, 2.786], [0.934, -5.213, -0.076], [2.243, -4.604, -0.625], [2.725, -3.723, 0.346], [1.686, -3.594, 1.284], [1.681, -2.734, 2.184], [0.696, -4.607, 1.153], [0.976, -6.302, -0.051], [0.090, -5.039, -0.743], [1.980, -4.030, -1.514], [2.956, -5.414, -0.779], [-0.707, -0.144, 3.079], [-1.495, -0.774, 2.003], [-1.443, -2.194, 2.170], [-1.051, -2.449, 3.489], [-0.772, -3.579, 3.977], [-0.717, -1.230, 4.016], [-1.168, 0.719, 3.558], [0.281, -0.009, 2.639], [-1.111, -0.712, 0.984], [-2.517, -0.397, 1.967]],
  "multiplicity": 5,
  "lumo_energy_ev": [-2.36, -3.00],
  "e_homo_ev": [-8.921, -8.444],
  "orbital_gap_ha": [0.24103, 0.20008],
  "total_charge": 0
}

***

{
  "formula": "C9H14N2S2",
  "method": "ωB97M-V/def2-TZVPD",
  "symbols": ["C", "C", "C", "C", "C", "C", "C", "C", "C", "N", "N", "S", "S", "H", "H", "H", "H", "H", "H", "H", "H", "H", "H", "H", "H", "H", "H"],
  "coordinates": [[1.768, -1.212, 0.818], [1.446, -0.066, 0.017], [1.098, -2.303, 0.348], [-3.041, -0.305, 0.496], [1.922, 1.350, 0.206], [1.006, -3.819, 0.571], [-3.122, 0.405, -2.661], [-0.499, -2.389, -1.535], [-2.195, 1.040, -1.692], [0.732, -0.486, -0.973], [0.446, -1.807, -0.795], [-2.232, -1.681, 0.063], [-3.147, 1.151, -0.169], [2.280, -1.342, 1.741], [1.328, 2.111, -0.363], [1.780, 1.653, 1.316], [2.974, 1.543, -0.117], [0.884, -4.010, 1.646], [0.207, -4.389, 0.084], [1.996, -4.179, 0.349], [-2.552, 0.467, -3.633], [-3.458, -0.620, -2.546], [-4.060, 0.970, -2.697], [-0.988, -1.986, -2.393], [-0.736, -3.401, -1.362], [-1.855, 2.099, -1.907], [-1.344, 0.406, -1.645]],
  "lumo_energy_ev": [-0.02, -0.39],
  "e_homo_ev": [-7.227, -6.786],
  "orbital_gap_ha": [0.26498, 0.23490],
  "total_charge": 0
}

***

{
  "formula": "C32H53BN6O6STi",
  "method": "ωB97M-V/def2-TZVPD",
  "symbols": ["Ti", "C", "C", "C", "C", "N", "N", "B", "N", "N", "C", "C", "C", "C", "C", "C", "C", "C", "N", "N", "C", "C", "C", "C", "C", "C", "C", "C", "C", "C", "C", "C", "H", "H", "H", "H", "H", "H", "H", "H", "H", "H", "H", "H", "H", "H", "H", "H", "H", "H", "H", "H", "H", "H", "H", "H", "H", "H", "H", "H", "H", "H", "H", "H", "H", "H", "H", "H", "H", "H", "H", "H", "O", "C", "O", "C", "O", "C", "C", "O", "O", "H", "H", "H", "H", "H", "O", "S", "C", "C", "C", "C", "H", "H", "H", "H", "H", "H", "H", "H"],
  "coordinates": [[-0.329, -0.087, -0.242], [-4.966, 2.221, 0.143], [-3.693, 2.064, -0.618], [-3.445, 2.274, -1.956], [-2.081, 2.032, -2.136], [-1.528, 1.649, -0.976], [-2.538, 1.710, -0.029], [-2.298, 1.818, 1.497], [-0.856, 2.196, 1.854], [0.296, 1.646, 1.320], [1.314, 2.301, 1.886], [0.827, 3.271, 2.772], [-0.536, 3.187, 2.720], [-1.522, 4.034, 3.455], [2.813, 2.099, 1.708], [3.378, 1.605, 3.049], [3.205, 1.107, 0.624], [3.442, 3.454, 1.350], [-2.776, 0.472, 2.243], [-2.602, -0.756, 1.700], [-3.273, -1.706, 2.353], [-3.898, -1.043, 3.414], [-3.582, 0.297, 3.312], [-3.997, 1.408, 4.213], [-3.331, -3.186, 2.034], [-4.809, -3.599, 2.036], [-2.583, -3.931, 3.148], [-2.729, -3.566, 0.680], [-1.331, 2.351, -3.414], [-1.626, 3.825, -3.739], [0.179, 2.183, -3.271], [-1.844, 1.472, -4.560], [-5.804, 2.252, -0.550], [-4.967, 3.147, 0.719], [-5.124, 1.396, 0.839], [-4.161, 2.584, -2.699], [-3.019, 2.667, 1.921], [1.399, 3.954, 3.376], [-0.976, 4.731, 4.088], [-2.182, 3.449, 4.089], [-2.144, 4.611, 2.771], [2.931, 0.649, 3.330], [3.181, 2.315, 3.852], [4.459, 1.472, 2.971], [2.770, 0.119, 0.770], [4.292, 0.998, 0.633], [2.900, 1.490, -0.351], [3.296, 4.194, 2.135], [3.011, 3.851, 0.429], [4.517, 3.333, 1.203], [-4.529, -1.491, 4.163], [-4.831, 1.078, 4.829], [-4.302, 2.289, 3.651], [-3.182, 1.693, 4.879], [-5.290, -3.387, 2.991], [-4.885, -4.671, 1.852], [-5.362, -3.077, 1.254], [-3.040, -3.760, 4.124], [-1.540, -3.610, 3.203], [-2.603, -5.004, 2.947], [-3.205, -3.035, -0.144], [-2.884, -4.636, 0.532], [-1.661, -3.368, 0.627], [-1.313, 4.478, -2.921], [-2.687, 3.994, -3.922], [-1.077, 4.115, -4.637], [0.552, 2.618, -2.342], [0.677, 2.679, -4.106], [0.441, 1.131, -3.304], [-2.916, 1.609, -4.710], [-1.652, 0.417, -4.363], [-1.336, 1.744, -5.487], [3.179, -0.442, -2.459], [1.926, -0.614, -2.162], [1.387, 0.069, -1.281], [1.140, -1.544, -3.046], [-0.184, -1.162, -3.138], [-0.944, -1.347, -1.913], [0.671, -2.134, 0.602], [0.751, -1.246, 1.318], [-1.900, -0.833, 0.589], [3.590, 0.126, -1.786], [1.270, -2.558, -2.638], [1.583, -1.507, -4.042], [-0.951, -2.425, -1.695], [-1.959, -1.050, -2.188], [2.995, -2.354, -0.292], [3.706, -3.693, -0.292], [3.636, -4.326, 1.409], [2.541, -5.390, 1.483], [2.531, -6.065, 0.112], [2.514, -4.917, -0.892], [3.474, -3.449, 2.035], [4.620, -4.740, 1.633], [1.573, -4.921, 1.677], [2.735, -6.100, 2.286], [1.678, -6.727, -0.028], [3.436, -6.663, -0.017], [1.556, -4.394, -0.893], [2.787, -5.202, -1.906]],
  "multiplicity": 2,
  "lumo_energy_ev": [-2.44, -2.53],
  "e_homo_ev": [-10.639, -10.639],
  "orbital_gap_ha": [0.30149, 0.29812],
  "total_charge": 1
}

***

{
  "formula": "C3H4N2O2",
  "method": "ωB97M-V/def2-TZVPD",
  "symbols": ["C", "N", "N", "C", "O", "C", "O", "H", "H", "H", "H"],
  "coordinates": [[-1.602, -0.417, 0.030], [-0.298, 0.228, -0.092], [0.727, -0.388, -0.904], [1.858, -0.487, -0.173], [2.072, -0.076, 0.969], [0.022, 1.380, 0.287], [0.316, 2.471, 0.516], [-1.990, -0.548, -0.981], [-1.469, -1.391, 0.506], [-2.280, 0.202, 0.623], [2.643, -0.972, -0.780]],
  "lumo_energy_ev": -0.07,
  "e_homo_ev": -9.126,
  "orbital_gap_ha": 0.33287,
  "total_charge": 0
}

***

Number 1: largest force on an atom 6.8 eV Å⁻¹. Number 2: largest force on an atom 0.5 eV Å⁻¹. Number 3: largest force on an atom 0.8 eV Å⁻¹. Number 4: largest force on an atom 2.7 eV Å⁻¹. Number 5: largest force on an atom 5.1 eV Å⁻¹. Number 6: largest force on an atom 5.8 eV Å⁻¹. Number 7: largest force on an atom 3.0 eV Å⁻¹. Number 8: largest force on an atom 2.0 eV Å⁻¹. Number 9: largest force on an atom 1.1 eV Å⁻¹.